Record 1
Molecular formula: C4H5NO
Method: DFT, the ωB97M-V functional and the def2-TZVPD basis

```
11
Properties=species:S:1:pos:R:3:forces:R:3:lowdin_charge:R:1
C 0.587855 1.171159 -0.780567 -0.272 -0.098 0.063 -0.020
C 0.299492 -0.317033 -0.508542 -0.016 -0.176 -0.104 -0.258
O 0.924648 -0.721780 0.691797 0.314 -0.044 0.410 -0.003
C -0.438971 -1.031336 0.625454 -0.145 0.318 -0.332 -0.243
C -1.559636 -0.304193 1.197208 -0.780 0.639 0.328 -0.161
N -2.605874 0.152973 1.393663 1.127 -0.334 0.098 0.153
H 0.811600 1.351779 -1.840039 -0.290 -0.226 0.213 0.077
H -0.174726 1.888098 -0.467550 -0.104 -0.260 0.042 0.078
H 1.507873 1.415130 -0.229290 -0.325 -0.147 -0.078 0.088
H 0.336728 -0.942706 -1.398366 0.762 -0.226 0.212 0.133
H -0.576060 -2.121294 0.741401 -0.272 0.554 -0.851 0.157
```
Positions in Å, forces in eV/Å.

As for the net charge: 0. For the total energy, the calculation gives -7764.180 eV. The energy above the lowest of the compared OMol25 structures with the same formula, charge and spin comes out at 226.4 kJ/mol. Its SMILES is C[C@H]1O[C@H]1C#N. The value obtained for the LUMO energy is 0.029 Ha. As for the highest occupied orbital energy: -10.73 eV. The calculation puts the HOMO-LUMO gap at 11.526 eV.

---

Record 2
Molecular formula: C16H16BN6Pd
Method: DFT, the ωB97M-V functional and the def2-TZVPD basis

```
40
Properties=species:S:1:pos:R:3:forces:R:3:lowdin_charge:R:1
Pd 0.222094 0.075606 -0.181179 -0.024 -0.004 0.011 0.692
C -4.138186 0.199797 -1.266473 -0.002 -0.007 0.004 -0.034
C -4.542235 -1.106539 -1.054305 0.003 0.007 0.000 -0.032
C -3.635217 -2.013181 -0.533762 -0.008 0.003 0.001 0.005
C -2.339617 -1.598064 -0.253838 0.014 -0.005 0.006 -0.199
N -1.945372 -0.340918 -0.494242 -0.002 -0.001 -0.008 0.013
C -2.829122 0.533409 -0.970356 0.006 0.007 0.002 -0.115
C -1.334178 -2.496378 0.385339 -0.010 0.011 -0.009 -0.200
C -1.610927 -3.822372 0.692577 0.004 -0.006 0.006 0.005
C -0.663109 -4.577745 1.360957 0.005 0.006 0.002 -0.032
C 0.533903 -3.984704 1.721925 -0.009 -0.002 -0.001 -0.034
C 0.739998 -2.664221 1.366556 0.010 0.010 0.004 -0.115
N -0.156832 -1.940524 0.700279 0.011 -0.005 -0.001 0.013
H -4.815950 0.948820 -1.649705 -0.002 -0.002 0.000 0.115
H -5.554269 -1.416269 -1.276780 0.000 0.000 0.000 0.120
H -3.947456 -3.027746 -0.341133 0.004 -0.001 0.002 0.109
H -2.469590 1.544631 -1.106983 -0.001 -0.005 -0.004 0.093
H -2.554532 -4.269875 0.421770 -0.002 0.003 -0.002 0.109
H -0.865030 -5.611645 1.605708 0.000 0.000 0.000 0.120
H 1.295012 -4.525871 2.265164 -0.002 -0.003 0.000 0.115
H 1.655617 -2.154406 1.634859 -0.003 -0.004 -0.005 0.092
B 2.138952 2.897715 0.522129 0.051 0.020 -0.054 -0.387
N 2.800817 1.605727 0.745453 -0.036 0.001 -0.013 -0.046
C 4.038970 1.470412 1.318244 0.002 0.014 0.011 -0.049
C 4.435819 0.177256 1.173619 -0.010 -0.003 -0.006 -0.020
C 3.360959 -0.443383 0.498028 0.010 -0.001 0.010 -0.122
N 2.386285 0.409759 0.255868 0.020 -0.016 0.014 -0.023
N 1.090767 3.083781 -0.489758 -0.006 -0.048 0.032 -0.046
C 0.774418 4.288321 -1.061259 0.020 0.013 0.000 -0.049
C -0.085392 4.057958 -2.090668 -0.016 -0.010 0.015 -0.021
C -0.271838 2.657223 -2.082711 0.015 0.019 -0.009 -0.124
N 0.424565 2.085330 -1.121229 -0.026 0.006 -0.024 -0.025
H 2.976515 3.825972 0.474697 -0.018 -0.010 0.013 0.171
H 1.895588 3.516505 1.605781 -0.009 0.003 0.014 0.194
H 4.534427 2.320641 1.756358 0.006 -0.005 0.001 0.132
H 5.361776 -0.267175 1.491525 0.000 -0.001 -0.001 0.109
H 3.268458 -1.467640 0.174132 0.006 0.005 0.002 0.113
H 1.214712 5.200354 -0.694314 -0.002 0.003 -0.007 0.132
H -0.516715 4.778606 -2.761959 -0.002 -0.001 0.001 0.109
H -0.874084 2.050828 -2.740311 0.003 0.009 -0.001 0.115
```
Positions in Å, forces in eV/Å.

The spin multiplicity is 3. As for the net charge: +1. For the total energy, the calculation gives -29942.062 eV. The energy above the lowest of the compared OMol25 structures with the same formula, charge and spin comes out at 58.2 kJ/mol. Its expectation value of S² is 2.01. The value obtained for the LUMO energy (spin up / spin down) is -0.109 / -0.217 Ha. As for the highest occupied orbital energy (spin up / spin down): -10.16 / -11.28 eV. The calculation puts the HOMO-LUMO gap (spin up / spin down) at 7.195 / 5.360 eV.

---

Record 3
Molecular formula: C51H41BF3N2O5SbZn
Method: DFT, the ωB97M-V functional and the def2-TZVPD basis

```
105
Properties=species:S:1:pos:R:3:forces:R:3:lowdin_charge:R:1
Zn 0.661718 2.257767 0.361203 -0.157 0.424 0.221 0.567
O 5.029080 1.016812 -0.643835 0.041 0.017 0.046 0.038
C 5.297110 0.406430 0.517217 -0.061 -0.021 0.054 -0.280
C 6.450624 -0.379278 0.613627 0.071 -0.018 -0.025 -0.037
C 6.761922 -1.033646 1.792149 -0.081 0.052 -0.021 -0.125
C 5.923845 -0.923731 2.898268 0.031 -0.019 0.049 -0.127
C 4.779582 -0.145742 2.808695 0.042 -0.033 -0.051 -0.048
C 4.450599 0.531777 1.638744 0.046 0.056 -0.077 -0.071
C 3.228594 1.391666 1.541193 -0.133 0.067 -0.090 -0.456
O 2.993137 1.965739 0.422942 0.072 -0.039 0.156 -0.096
N 2.496787 1.490298 2.626044 0.071 -0.173 0.096 0.051
N 1.346171 2.235168 2.412546 0.110 -0.066 -0.180 -0.035
C 0.779517 2.641562 3.481086 -0.095 0.141 0.021 -0.100
C -0.422903 3.455559 3.547661 -0.033 0.082 0.030 -0.161
C -0.669172 4.142251 4.740482 -0.003 -0.032 -0.062 -0.085
C -1.752779 4.986313 4.900188 -0.006 0.036 0.025 -0.148
C -2.640543 5.132963 3.829972 0.103 -0.083 0.007 -0.132
C -2.442164 4.446689 2.651319 -0.124 0.108 0.066 -0.038
C -1.332935 3.578989 2.451882 -0.093 -0.173 -0.031 -0.444
O -1.230799 2.891220 1.375024 0.312 0.147 -0.346 -0.253
H 4.155988 1.512373 -0.471970 0.009 -0.068 0.022 0.067
H 7.091849 -0.456308 -0.257615 -0.048 0.005 0.017 0.104
H 7.661759 -1.636339 1.846891 0.006 -0.004 0.004 0.086
H 6.165702 -1.434169 3.823604 -0.019 -0.009 -0.031 0.082
H 4.105014 -0.047693 3.648839 -0.001 0.044 0.001 0.098
H 1.266924 2.404307 4.428376 0.062 -0.011 0.041 0.113
H 0.026960 4.001243 5.563132 0.018 0.016 -0.017 0.096
H -1.905780 5.521041 5.829426 -0.019 -0.019 0.010 0.074
H -3.501689 5.784585 3.934539 -0.023 0.010 -0.026 0.084
H -3.143959 4.547278 1.830169 0.043 -0.022 -0.011 0.101
F 2.244346 6.597990 -7.976022 0.072 -0.031 -0.006 0.110
C 3.118035 5.821800 -7.297850 0.003 0.036 -0.049 -0.574
F 3.453889 4.806022 -8.132703 -0.008 0.069 0.014 0.114
F 4.250841 6.558489 -7.157562 -0.053 -0.026 -0.051 0.112
C 2.583080 5.343701 -5.996302 0.067 -0.070 0.103 -0.162
C 1.327016 5.720954 -5.544715 -0.015 -0.002 -0.005 -0.032
C 0.867567 5.271271 -4.318631 -0.011 0.024 0.001 -0.030
C 1.654639 4.444094 -3.505048 0.039 -0.040 0.021 -0.255
C 2.919507 4.059139 -3.990158 0.033 0.017 -0.029 -0.014
C 3.377786 4.506370 -5.212881 -0.076 0.020 -0.009 -0.025
C 1.212887 4.006622 -2.225511 -0.062 0.276 0.043 -0.167
C 0.887431 3.675049 -1.093782 0.055 -0.264 -0.069 -0.028
H 0.713085 6.371145 -6.153998 -0.032 -0.019 0.023 0.108
H -0.113778 5.559021 -3.965902 0.014 0.016 0.017 0.111
H 3.528007 3.405118 -3.378049 -0.014 0.046 -0.011 0.119
H 4.358119 4.216410 -5.573085 -0.013 -0.042 0.047 0.117
C 2.617201 -5.047275 -3.193637 -0.023 0.039 -0.032 -0.060
C 1.301421 -5.264604 -2.432722 0.021 -0.001 0.057 -0.561
C 0.385743 -6.106948 -3.323979 -0.022 0.015 0.009 -0.082
C 1.582490 -6.045258 -1.139292 -0.003 0.018 -0.010 -0.055
C 0.668279 -3.920218 -2.061898 -0.028 0.025 -0.001 -0.188
C -0.686638 -3.663789 -2.265868 -0.022 -0.005 -0.001 -0.046
C -1.284467 -2.453010 -1.897337 -0.075 0.019 0.046 0.018
C -0.484018 -1.505849 -1.305928 0.081 0.098 -0.048 -0.224
O -0.784640 -0.255293 -0.865831 -0.103 -0.141 -0.085 0.082
B 0.413430 0.327893 -0.353311 -0.266 -0.286 -0.185 -0.441
O 1.436569 -0.642604 -0.541297 0.114 -0.221 0.035 0.110
C 0.871343 -1.743139 -1.103774 -0.025 0.169 -0.032 -0.218
C 1.463470 -2.930313 -1.463027 0.069 -0.040 0.025 0.052
H 3.031945 -6.006380 -3.519134 -0.008 0.011 0.030 0.075
H 3.367981 -4.550654 -2.578782 -0.021 0.003 -0.009 0.073
H 2.445632 -4.426866 -4.076629 0.023 -0.030 0.014 0.091
H 0.920055 -7.000474 -3.657046 -0.013 -0.012 0.024 0.075
H 0.076700 -5.543639 -4.207947 0.004 -0.049 0.017 0.086
H -0.510471 -6.432481 -2.790434 0.019 0.026 -0.033 0.077
H 2.008574 -7.031632 -1.354077 0.006 0.044 -0.015 0.078
H 0.655408 -6.179713 -0.576148 0.036 -0.022 -0.017 0.078
H 2.280445 -5.494484 -0.504325 -0.019 -0.038 -0.009 0.081
H -1.316401 -4.418596 -2.720553 0.032 0.050 0.006 0.090
H -2.338635 -2.265543 -2.068445 0.039 -0.008 0.039 0.114
H 2.518511 -3.078724 -1.264889 -0.023 0.015 -0.030 0.125
C -6.188371 -1.587002 5.112211 0.001 0.000 0.003 -0.125
C -6.544889 -0.794746 4.029552 0.067 -0.014 -0.036 -0.111
C -5.567648 -0.320182 3.159120 0.068 -0.036 0.020 -0.141
C -4.219335 -0.636198 3.339141 0.046 0.184 0.102 -0.380
C -3.882470 -1.431626 4.438598 -0.032 -0.040 -0.115 -0.145
C -4.851023 -1.906088 5.314652 0.025 0.016 -0.052 -0.111
Sb -2.597192 0.350333 2.230659 -0.241 -0.414 0.228 1.637
C -3.730453 0.418095 0.392199 0.180 0.003 0.007 -0.355
C -4.612787 -0.582006 -0.010154 -0.002 0.042 -0.046 -0.147
C -5.272022 -0.496544 -1.231661 0.021 -0.007 0.013 -0.111
C -5.054861 0.595389 -2.062918 0.044 0.034 0.068 -0.113
C -4.178768 1.599076 -1.667585 -0.063 -0.056 -0.049 -0.086
C -3.519830 1.512963 -0.447664 0.080 -0.020 0.041 -0.116
C -1.561296 -1.543185 1.977182 -0.021 0.157 -0.085 -0.365
C -2.184662 -2.752401 1.672686 0.046 0.027 0.033 -0.128
C -1.440100 -3.915083 1.517112 0.048 0.043 0.007 -0.097
C -0.057685 -3.880494 1.660924 -0.020 0.011 0.050 -0.100
C 0.575507 -2.684181 1.968603 -0.059 -0.001 0.020 -0.078
C -0.174498 -1.523616 2.132181 -0.020 0.003 0.033 -0.138
H -6.946223 -1.948942 5.798325 0.013 -0.005 -0.024 0.087
H -7.585997 -0.542277 3.861399 0.006 0.013 0.008 0.090
H -5.860634 0.305404 2.322231 -0.021 -0.004 0.022 0.089
H -2.840487 -1.694002 4.601383 -0.046 0.002 0.043 0.093
H -4.560537 -2.522515 6.158307 -0.008 0.005 -0.010 0.091
H -4.797048 -1.434349 0.633892 -0.005 -0.006 -0.020 0.080
H -5.949719 -1.286116 -1.538679 0.001 0.008 0.020 0.090
H -5.565677 0.661415 -3.016711 0.013 -0.005 -0.007 0.088
H -3.992340 2.443713 -2.320986 0.004 -0.005 0.030 0.099
H -2.811838 2.282328 -0.148847 -0.032 -0.035 -0.016 0.082
H -3.262615 -2.792228 1.558851 0.022 -0.015 0.004 0.084
H -1.936481 -4.847362 1.270645 -0.004 0.008 -0.008 0.093
H 0.526336 -4.784658 1.527464 -0.022 0.038 -0.015 0.086
H 1.655125 -2.641351 2.058493 -0.020 0.020 0.009 0.112
H 0.337979 -0.590293 2.356107 -0.006 -0.056 -0.008 0.086
```
Positions in Å, forces in eV/Å.

As for the net charge: -2. For the total energy, the calculation gives -130558.367 eV. The energy above the lowest of the compared OMol25 structures with the same formula, charge and spin comes out at 0.0 kJ/mol. The value obtained for the LUMO energy is 0.141 Ha. As for the highest occupied orbital energy: -2.13 eV. The calculation puts the HOMO-LUMO gap at 5.963 eV.

---

Record 4
Molecular formula: C16H17N
Method: DFT, the ωB97M-V functional and the def2-TZVPD basis

```
34
Properties=species:S:1:pos:R:3:forces:R:3:lowdin_charge:R:1
C -4.117295 0.729855 2.505381 2.389 2.686 0.668 -0.029
C -0.504560 -0.454691 2.764544 0.686 1.579 0.872 -0.093
C -1.873087 -0.394949 2.592179 0.052 -0.875 0.831 -0.082
C 0.201230 0.781143 2.833602 0.974 -1.057 -1.153 -0.113
C -2.543189 0.836728 2.387067 -2.866 -3.522 1.914 -0.276
C -0.464261 1.953581 2.633174 -0.693 2.232 0.481 -0.110
C -1.894444 1.992415 2.583100 1.322 2.747 -2.033 -0.078
H 0.109071 -1.313846 3.015334 -0.635 -0.362 -0.234 0.104
H -2.480028 -1.282608 2.892096 0.480 0.623 -1.004 0.123
H 1.316695 0.785665 2.892686 -1.094 -0.057 0.108 0.114
H 0.090922 2.934731 2.592643 -0.604 -1.212 0.218 0.115
H -4.333294 1.507167 3.258069 -0.324 -0.902 0.450 0.081
H -4.602664 -0.202550 2.655821 0.126 -0.829 0.340 0.062
H -2.452497 2.979584 2.405853 0.996 -1.441 0.621 0.140
H -4.544373 1.226998 1.695419 -0.822 0.379 -1.993 0.042
C 3.245152 0.098902 -3.909101 -0.771 -2.279 0.645 -0.056
C 0.534287 -0.127931 -1.355094 -0.104 -0.153 -0.151 -0.224
C 1.433738 -0.744246 -2.268930 -1.214 -2.283 1.628 -0.083
C 2.152328 0.308564 -2.930673 -1.422 1.846 0.819 -0.255
C 1.694678 1.522243 -2.382990 -0.837 -5.091 0.456 -0.020
C -0.422544 -0.824346 -0.556051 0.934 -0.833 -0.123 -0.004
C -0.232598 -2.205393 -0.462732 1.065 1.524 -0.211 -0.072
C 0.867868 -2.857003 -1.097575 -2.416 1.612 0.535 -0.138
C 1.498944 -2.250802 -2.077275 3.402 3.236 -3.234 -0.034
N 0.692366 1.239348 -1.423597 1.313 -0.133 -2.025 0.071
H -1.172129 -0.249032 0.014738 0.373 -0.628 -0.455 0.100
H -0.842622 -2.839044 0.092083 -1.228 -0.587 1.239 0.073
H 0.580922 1.844514 -0.655968 -0.589 0.588 0.877 0.122
H 1.233477 -3.799742 -0.903573 -0.208 -2.284 0.716 0.077
H 2.110896 2.431773 -2.552288 0.715 2.676 -0.291 0.078
H 2.234265 -2.902857 -2.630227 -0.577 1.242 0.351 0.118
H 2.862776 -0.718586 -4.600077 1.174 0.554 0.876 0.104
H 4.077272 -0.158429 -3.222800 0.142 -0.437 -1.191 0.096
H 3.507266 0.896404 -4.536376 0.261 1.440 -0.541 0.048
```
Positions in Å, forces in eV/Å.

As for the net charge: 0. For the total energy, the calculation gives -18355.768 eV. The energy above the lowest of the compared OMol25 structures with the same formula, charge and spin comes out at 248.4 kJ/mol. Its SMILES is Cc1c[nH]c2ccccc12.Cc1ccccc1. The value obtained for the LUMO energy is 0.030 Ha. As for the highest occupied orbital energy: -7.57 eV. The calculation puts the HOMO-LUMO gap at 8.398 eV.

---

Record 5
Molecular formula: C5H12ClN2
Method: DFT, the ωB97M-V functional and the def2-TZVPD basis

```
20
Properties=species:S:1:pos:R:3:forces:R:3:lowdin_charge:R:1
C -0.997870 2.522577 0.224848 -0.929 -3.541 -1.724 -0.438
C 1.999249 0.023772 0.036870 2.155 -1.417 -0.297 0.010
C 1.037464 -2.390553 -0.448431 -2.247 -0.501 1.296 0.018
C -1.462354 -1.258497 0.381149 -2.595 -2.760 -1.553 -0.070
C 0.898394 -0.940541 -0.056242 0.194 -0.566 -0.300 -0.300
N -0.906967 3.767203 0.275200 -1.419 2.371 -1.742 0.025
N -0.295819 -0.507196 0.173425 -0.391 0.904 0.371 0.011
Cl -1.937701 1.990838 -1.325359 0.773 0.636 1.114 0.440
H 2.639676 -0.106907 -0.882293 -0.663 0.528 0.753 0.124
H 1.563056 0.994189 0.146381 0.378 0.772 0.169 0.063
H 2.738043 -0.279578 0.880209 -1.481 0.610 -1.098 0.150
H 2.048165 -2.903539 -0.574991 -1.570 1.119 0.193 0.129
H 0.291659 -2.478248 -1.302561 1.403 -0.229 0.409 0.124
H 0.344481 -2.877002 0.370144 1.918 0.082 -1.278 0.115
H -2.360744 -0.693312 0.793118 1.718 -0.608 -0.151 0.135
H -1.831285 -1.690484 -0.594515 0.165 0.686 0.533 0.124
H -1.199949 -2.211117 0.862280 -0.547 0.566 0.778 0.088
H -0.594160 4.093990 1.124611 1.256 1.165 2.215 0.081
H -1.352359 4.484677 -0.321029 0.261 -0.698 0.023 0.142
H -0.620978 0.459728 0.237185 1.620 0.882 0.289 0.028
```
Positions in Å, forces in eV/Å.

As for the net charge: +1. For the total energy, the calculation gives -20873.500 eV. The energy above the lowest of the compared OMol25 structures with the same formula, charge and spin comes out at 144.7 kJ/mol. The value obtained for the LUMO energy is -0.127 Ha. As for the highest occupied orbital energy: -13.34 eV. The calculation puts the HOMO-LUMO gap at 9.888 eV.